Density functional theory data (ωB97M-V/def2-TZVPD) for the molecule C7H10N2O at a distorted geometry.

gap between HOMO and LUMO	9.79	eV
energy relative to the best compared isomer or geometry (same formula, charge and spin)	101.19	kcal/mol
calculated total energy	-457.3475	a.u.
F_max	5.30	eV Å⁻¹
SMILES string	[H]/N=C(/O)[C@]12[C@@H]3CCN1C[C@@H]32
E_HOMO	-9.2	eV
E_LUMO	0.02215	Eh

```
20
Properties=species:S:1:pos:R:3:forces:R:3:nbo_charge:R:1
H -1.81376 2.48553 0.13638 -0.309 0.040 -0.214 0.34
N -1.91876 1.98661 1.01518 1.917 1.636 -1.036 -0.77
C -0.83807 1.32194 1.33776 -4.736 -2.051 -1.205 0.58
O -1.11489 0.69809 2.46495 -2.554 0.375 1.450 -0.66
C -0.05828 0.52810 0.36918 1.385 1.050 0.019 0.01
C -0.45504 0.07534 -1.01745 -0.433 0.216 0.094 -0.20
C -0.24768 -1.42898 -1.11294 -0.024 -0.081 -0.165 -0.44
C 0.43217 -1.75304 0.24276 -0.049 -0.115 0.097 -0.23
N 0.95699 -0.47466 0.75029 0.247 0.099 0.118 -0.38
C 1.88980 0.12501 -0.26189 0.302 -0.137 -0.191 -0.22
C 0.75387 0.95879 -0.83064 0.231 0.042 -0.122 -0.23
H -2.23907 1.11228 2.41633 4.035 -1.141 0.781 0.51
H -1.32205 0.54852 -1.47926 0.244 -0.145 0.140 0.24
H 0.38894 -1.69657 -1.96796 -0.160 0.080 0.184 0.21
H -1.20475 -1.95148 -1.23139 0.218 0.104 0.013 0.22
H 1.24365 -2.48827 0.16152 -0.191 0.212 0.021 0.21
H -0.30549 -2.13245 0.96316 0.197 0.132 -0.148 0.21
H 2.37564 -0.60704 -0.92397 -0.085 0.151 0.129 0.18
H 2.65640 0.73509 0.23113 -0.189 -0.171 -0.087 0.21
H 0.82038 1.95720 -1.26311 -0.046 -0.297 0.122 0.23
```
Positions in Å, forces in eV/Å.